# 1
16
Properties=species:S:1:pos:R:3:forces:R:3 method="wB97M-V/def2-TZVPD" lumo_ev=0.90 homo_energy_ev=-6.41 smiles=Cc1c(O)ccn1N de_lowest_ev=5.090 total_energy_ev=-10337.63643
C 0.8921 1.1422 -1.2199 0.60 -0.02 0.16
C 0.3842 0.1400 -0.2374 -1.04 -2.30 -1.13
C -0.0848 -1.1579 -0.5451 1.69 1.22 0.23
O 0.3100 -1.7418 -1.6855 0.47 -1.33 -1.36
C -0.9700 -1.7349 0.3896 0.13 2.15 -0.54
C -1.4583 -0.6797 1.1090 1.77 0.99 0.80
N -0.0623 0.4681 0.9777 -3.10 -2.38 0.99
N 0.2284 1.6717 1.5822 -1.05 0.79 0.45
H 0.8898 0.7402 -2.2343 0.16 -0.16 0.22
H 1.9075 1.4565 -0.9563 0.01 0.12 -0.28
H 0.2554 2.0326 -1.2413 -0.03 -0.07 0.19
H -0.1533 -2.5873 -1.7941 0.16 0.48 -0.05
H -1.2049 -2.7949 0.4648 -0.45 0.42 -0.21
H -2.3534 -0.7286 1.7252 0.93 0.70 1.05
H 0.4864 1.5412 2.5528 0.09 -0.25 -0.24
H 0.9332 2.2327 1.1127 -0.33 -0.37 -0.29


# 2
16
Properties=species:S:1:pos:R:3:forces:R:3 method="wB97M-V/def2-TZVPD" lumo_ev=0.47 homo_energy_ev=-7.71 de_lowest_ev=6.950 total_energy_ev=-10335.77641
C 0.6068 2.2252 -0.4817 -2.59 5.26 0.47
C 1.3616 0.2051 0.7247 -4.21 1.43 -4.62
C 0.3878 -0.5849 0.1534 3.55 -0.98 5.40
C -0.1449 -1.8377 0.7736 1.08 -4.00 6.11
C -1.4997 -1.3761 -0.8121 -3.54 2.55 -2.37
H -0.4721 2.2522 -0.2033 0.59 -0.59 0.57
H 0.3781 2.1981 -1.6298 2.22 -0.96 1.51
H 0.8698 3.3539 -0.1877 -0.44 -2.09 -1.47
H 1.8000 -0.0764 1.5868 2.03 -0.83 2.31
H -0.6146 -1.5854 1.8858 0.82 -0.25 -2.80
H 0.7003 -2.7690 1.3319 -2.49 2.60 -2.60
H -2.5005 -1.2739 -1.4917 2.92 -0.11 1.43
H -0.2835 0.2311 -1.5682 -2.35 -1.48 3.96
N -1.3162 -2.2986 -0.0426 2.09 -3.72 2.76
N -0.7053 -0.2788 -0.4975 -0.72 6.11 -10.34
O 1.4325 1.6153 0.4586 1.05 -2.94 -0.33


# 3
16
Properties=species:S:1:pos:R:3:forces:R:3 method="wB97M-V/def2-TZVPD" lumo_ev=0.61 homo_energy_ev=-8.84 de_lowest_ev=3.658 total_energy_ev=-10339.06788
H -0.7780 -2.7697 1.5304 0.61 0.23 0.17
N -0.0453 -2.5785 0.8398 -1.34 1.28 -1.34
C -0.2625 -1.4188 0.2785 2.83 -1.64 0.02
C -0.7977 -0.1604 0.7074 -2.00 -2.03 0.90
C -0.3497 0.7783 -0.0589 0.34 4.44 2.64
C -0.8022 2.2125 0.1175 -0.23 0.53 -1.72
C 0.8507 0.3394 -0.7383 -1.13 0.14 -2.96
N 0.4655 -1.0393 -0.8946 -0.01 -2.71 -0.48
O 1.5379 -1.9094 -1.2356 -0.28 0.79 -0.23
H -1.4102 -0.0445 1.5579 -1.06 0.07 0.48
H -1.2292 2.5883 -0.8452 0.60 -0.24 0.34
H -0.0112 2.9014 0.3903 0.39 0.00 -0.06
H -1.6303 2.4286 0.7822 -0.04 -0.78 0.54
H 1.0560 1.0089 -1.5755 -0.33 -0.83 -1.07
H 1.7889 0.2282 -0.3298 2.04 0.74 2.37
H 1.6173 -2.5651 -0.5261 -0.41 0.00 0.39


# 4
16
Properties=species:S:1:pos:R:3:forces:R:3 method="wB97M-V/def2-TZVPD" lumo_ev=0.33 homo_energy_ev=-9.32 smiles="[H]/N=c1/cc(CC)[nH]o1" de_lowest_ev=6.649 total_energy_ev=-10336.07674
H -3.9467 0.2929 0.2396 -2.71 1.60 0.27
N -3.5928 -0.6161 0.3125 1.47 -1.59 -0.38
C -2.4195 -0.2446 0.0553 2.67 0.20 0.37
C -1.0190 -0.9619 -0.0627 -5.26 -2.20 -3.14
C -0.1025 -0.0201 -0.1933 2.16 -0.86 -1.88
C 1.4649 -0.2344 -0.5845 -0.86 -1.00 -0.37
C 2.4537 0.0052 0.6203 0.83 -0.53 -1.31
N -0.6179 1.2844 -0.2048 -0.63 1.04 2.12
O -2.2534 1.1492 -0.1451 4.80 -0.92 0.63
H -1.3258 -1.9471 -0.7946 2.06 2.22 2.83
H 1.7938 0.6419 -1.3907 -1.11 -2.66 1.87
H 1.7035 -1.4140 -0.9692 -1.24 3.52 0.63
H 3.3721 -0.1024 -0.1506 -0.98 0.67 3.08
H 2.1754 1.0236 0.9043 1.09 0.21 0.12
H 2.5150 -0.5960 1.6548 -0.37 0.68 -2.93
H -0.2009 1.7393 0.7087 -1.92 -0.39 -1.90


# 5
16
Properties=species:S:1:pos:R:3:forces:R:3 method="wB97M-V/def2-TZVPD" lumo_ev=-0.14 homo_energy_ev=-9.98 smiles="[H]/N=C(/C)C#N.CC=O" de_lowest_ev=1.939 total_energy_ev=-10340.78664
H -1.2602 -0.6612 -1.5558 -0.13 -0.06 0.40
N -0.5599 0.0249 -1.2818 -0.16 0.88 0.70
C -0.9129 0.8111 -0.3292 0.17 0.39 -2.40
C -0.0927 2.0244 -0.0129 0.32 -0.31 0.46
C -2.2413 0.8191 0.2299 -0.25 -0.55 0.13
N -3.3222 0.8012 0.6101 -0.24 0.10 0.19
H -0.6095 2.9182 -0.3673 -0.08 -0.08 0.03
H 0.0382 2.1162 1.0658 0.07 0.14 0.03
H 0.8720 1.9559 -0.5094 0.00 -0.04 0.02
C 1.7472 -1.5740 0.0391 -0.08 -0.10 -0.42
C 0.3653 -1.5313 0.6063 0.24 0.71 1.45
O -0.4960 -2.3552 0.4874 0.01 -0.14 -0.20
H 1.7954 -2.2940 -0.7736 0.10 -0.08 0.00
H 2.0159 -0.5861 -0.3316 0.03 0.01 0.01
H 2.4529 -1.8445 0.8262 -0.05 -0.04 0.07
H 0.2077 -0.6247 1.2967 0.05 -0.85 -0.47


# 6
16
Properties=species:S:1:pos:R:3:forces:R:3 method="wB97M-V/def2-TZVPD" lumo_ev=0.12 homo_energy_ev=-8.03 smiles="NC1=C(C=O)CCN1" de_lowest_ev=4.570 total_energy_ev=-10338.15639
N 0.2834 2.1654 -0.1424 -2.51 6.56 4.38
C 0.2374 0.9110 -0.3193 -1.00 -9.33 0.24
C -0.7632 -0.0537 -0.2228 -1.81 1.11 1.16
C -2.1909 0.3787 -0.0825 0.00 1.54 -2.78
O -3.2031 -0.2933 -0.2459 1.41 0.54 1.12
C -0.2438 -1.4619 0.0744 -0.38 -1.55 1.23
C 1.3182 -1.2490 -0.2075 1.42 -1.58 1.58
N 1.4739 0.2375 -0.3941 1.06 -0.21 -0.11
H -0.4807 2.5002 0.7238 2.65 -1.10 -3.66
H 1.1845 2.2113 0.2927 0.75 1.76 0.11
H -2.3348 1.6384 -0.1978 0.43 -2.70 0.75
H -0.3950 -1.8551 1.2581 0.12 1.32 -3.10
H -0.8107 -2.2961 -0.5775 1.70 1.86 1.33
H 2.1305 -1.3339 0.8016 -2.69 -0.89 -2.90
H 1.6232 -2.1040 -1.0613 -0.23 3.09 1.91
H 2.1714 0.6045 0.3007 -0.92 -0.42 -1.26


# 7
16
Properties=species:S:1:pos:R:3:forces:R:3 method="wB97M-V/def2-TZVPD" lumo_ev=-0.04 homo_energy_ev=-8.69 de_lowest_ev=7.640 total_energy_ev=-10335.08657
C -0.5549 -0.9176 0.4990 -5.82 4.41 1.47
C -1.1102 -1.1111 -0.9132 -0.97 1.08 -2.19
C -1.0208 -0.0160 -1.7333 1.67 -0.43 3.27
C -0.3467 1.0621 -0.7734 0.76 2.47 -1.21
C -0.1476 0.5629 0.6268 3.47 -0.78 -0.08
H 0.4499 -2.6033 1.0305 0.58 2.78 -1.18
H 1.5915 -1.0785 1.0097 -4.80 -1.97 -1.36
H -1.4227 -0.9539 1.2842 1.27 -0.97 -0.78
H -1.4788 -2.1006 -1.2609 0.47 0.66 0.48
H -0.9696 0.0854 -2.8512 -0.60 -0.16 1.45
H 0.7281 1.2479 -1.1917 -1.83 0.36 0.72
H -0.8926 2.0267 -0.5599 0.54 -0.47 -1.42
H 2.5503 2.2563 1.5785 -5.71 -0.49 -1.67
N 0.5539 -1.5940 0.5996 8.99 -6.00 3.75
N 0.8022 0.9541 1.5140 -3.72 -1.82 -2.70
O 1.2678 2.1795 1.1412 5.71 1.32 1.47


# 8
16
Properties=species:S:1:pos:R:3:forces:R:3 method="wB97M-V/def2-TZVPD" lumo_ev=0.75 homo_energy_ev=-9.52 de_lowest_ev=6.292 total_energy_ev=-10336.43423
C 0.4142 1.4756 0.8039 -0.49 1.13 1.70
C 0.2489 0.4516 -0.3294 -1.97 1.66 0.54
C 1.7017 0.0490 -0.6957 -1.05 -0.75 -1.58
C 0.1023 -0.9757 -0.0440 0.00 0.33 -0.15
C -1.2817 -0.9880 0.5005 0.34 -1.07 0.06
H 1.3878 1.5776 1.3340 -0.10 -0.15 -1.04
H -0.1712 1.1476 1.6554 -0.76 0.08 0.15
H 0.0491 2.5471 0.5884 0.54 -1.87 -0.26
H 2.2525 0.8894 -0.4760 2.15 1.24 0.56
H 1.8497 -0.2469 -1.7406 0.12 -0.56 0.44
H 1.9108 -0.6051 1.2620 -1.51 -0.96 -1.48
H 0.1451 -1.4502 -1.0940 -0.59 0.13 1.64
H -1.6243 -1.6643 1.2206 -0.92 -1.04 0.76
N 1.5686 -1.0658 0.3541 1.30 1.18 -0.13
N -2.0713 -0.1519 -0.0339 2.50 1.45 -0.52
O -1.1741 0.7817 -0.8004 0.44 -0.81 -0.70


# 9
16
Properties=species:S:1:pos:R:3:forces:R:3 method="wB97M-V/def2-TZVPD" lumo_ev="-0.49 / 0.06" homo_energy_ev="-6.67 / -7.04" de_lowest_ev=6.410 total_energy_ev=-10336.31642
C 0.2488 -2.0595 -0.9158 0.07 -0.14 0.04
C -0.0018 0.5077 -0.9801 0.31 -0.14 0.08
C -0.2385 -0.7236 -0.5343 0.00 0.41 -0.36
C -0.8229 0.3501 1.1261 -0.19 0.40 0.35
C -0.2172 0.2691 2.3333 -0.12 0.15 -0.43
O 0.6165 1.1439 -2.0215 -0.25 -0.06 0.14
N -0.3398 1.3423 0.0924 0.29 -0.44 0.12
N 0.0951 2.4976 0.3646 -0.10 -0.16 0.03
H 0.8741 0.4906 -2.6814 -0.03 0.02 0.07
H 0.5598 2.8554 -0.4772 -0.08 -0.10 -0.02
H -1.8800 0.1519 1.0064 0.08 0.05 0.06
H 0.4258 -2.6373 -0.0026 0.01 -0.01 -0.07
H -0.5309 -2.5981 -1.4662 0.05 0.05 0.05
H 1.1709 -2.0804 -1.5101 -0.05 0.02 0.02
H 0.7836 0.6456 2.4914 0.02 0.01 -0.03
H -0.7434 -0.1553 3.1748 -0.01 -0.07 -0.06


# 10
16
Properties=species:S:1:pos:R:3:forces:R:3 method="wB97M-V/def2-TZVPD" lumo_ev=0.80 homo_energy_ev=-7.24 de_lowest_ev=4.107 total_energy_ev=-10338.61955
C 0.6379 -1.3066 -0.5806 0.18 0.31 0.19
C 1.9376 0.9833 -0.5038 0.03 0.00 -0.12
N -1.5831 -0.1514 -0.0316 0.32 -0.48 -0.31
C 0.0846 -1.2776 0.7476 -1.16 -0.87 0.80
C 0.6765 0.1937 -0.3644 -0.06 0.44 -0.45
N -2.7571 0.3588 0.5635 0.18 0.08 0.06
C -0.6084 0.7248 -0.1892 0.43 -0.32 0.84
O 0.0094 -1.5694 1.8816 0.26 0.74 -1.06
H -3.4962 -0.3166 0.4118 0.11 0.02 0.07
H -2.6284 0.4665 1.5681 -0.04 -0.06 -0.06
H -0.7579 1.7805 0.0418 -0.07 0.04 -0.18
H 1.6357 -1.7475 -0.5455 -0.03 0.03 0.03
H 0.0250 -1.7301 -1.3802 -0.13 0.07 0.11
H 2.7583 0.5373 0.0670 -0.05 0.03 -0.01
H 2.2690 1.0518 -1.5463 0.02 -0.01 0.04
H 1.7972 2.0024 -0.1398 0.00 -0.04 0.03


# 11
17
Properties=species:S:1:pos:R:3:forces:R:3 method="wB97M-V/def2-TZVPD" lumo_ev="-0.65 / -0.64" homo_energy_ev="-7.68 / -7.68" de_lowest_ev=4.852 total_energy_ev=-12386.08374
C -1.5163 -0.3441 0.5930 -0.26 -0.73 0.36
C 1.2954 0.7868 1.2091 -0.25 -0.17 0.21
C -0.5623 -1.4137 0.5554 -0.11 0.67 0.71
C 0.3979 0.6097 0.0150 0.78 0.50 -0.95
C 0.3374 -1.0941 -1.7272 0.05 0.32 0.64
O -2.2447 0.0488 -0.4937 0.86 0.39 -0.51
N 0.3923 -0.7879 -0.4803 -0.56 -0.29 -0.90
N 0.1289 1.5024 -0.8960 0.18 -0.84 0.20
O -0.1782 -2.2343 1.3430 0.04 0.05 -0.38
H -1.6312 0.5907 -1.0726 -0.49 0.16 0.37
H -2.0082 -0.1845 1.5495 0.02 -0.02 -0.05
H 0.4078 2.4364 -0.6151 -0.26 -0.05 0.21
H 2.3416 0.7777 0.8931 -0.07 0.03 -0.11
H 1.1686 -0.0291 1.9251 -0.03 0.15 0.02
H 1.0885 1.7447 1.6843 -0.04 -0.09 0.04
H -0.0839 -2.0454 -2.0253 0.22 -0.13 0.10
H 0.6662 -0.3642 -2.4573 -0.09 0.05 0.02


# 12
17
Properties=species:S:1:pos:R:3:forces:R:3 method="wB97M-V/def2-TZVPD" lumo_ev=0.74 homo_energy_ev=-8.24 smiles="C=C=C(N)[C@H](N)C(=O)O" de_lowest_ev=2.850 total_energy_ev=-12388.08580
C 0.5421 2.5136 0.0818 0.45 0.02 0.06
C -0.0002 1.3289 0.0209 -2.19 0.59 0.10
C -0.8540 0.3449 -0.2356 1.37 -0.08 -0.26
N -2.2201 0.3879 -0.4039 -0.17 0.17 0.23
C -0.1852 -0.9999 -0.4436 0.47 1.47 0.27
N -0.6326 -1.9470 0.5596 0.12 -0.06 -0.11
C 1.3310 -0.5652 -0.3590 0.79 -3.21 -0.97
O 2.0560 -0.4435 -1.3203 -0.60 0.63 0.63
O 1.8305 -0.7923 0.8875 -0.16 0.38 0.02
H 0.5938 3.1753 -0.7730 0.19 -0.12 -0.29
H 1.0449 2.8723 0.9695 -0.16 0.08 0.26
H -2.6766 -0.4774 -0.1488 -0.12 0.21 0.18
H -2.6666 1.2396 -0.0952 -0.11 -0.25 0.01
H -0.4323 -1.3705 -1.4444 0.40 -0.04 0.11
H -0.3111 -1.6465 1.4760 -0.08 -0.01 -0.10
H -0.2181 -2.8569 0.3867 -0.08 0.04 0.02
H 2.7983 -0.7633 0.8420 -0.12 0.19 -0.18